Entry 1:
{
  "formula": "C3H5NO2",
  "method": "wB97M-V/def2-TZVPD",
  "elements": ["N", "C", "O", "C", "C", "O", "H", "H", "H", "H", "H"],
  "positions_angstrom": [[1.52997, 0.76973, 0.99838], [1.06397, 0.71523, -0.16557], [0.23510, -1.11279, -0.84526], [-0.80915, -1.07655, -0.00013], [-1.21618, 0.35993, -0.11498], [-0.31819, 1.23026, -0.26522], [2.53188, 0.58809, 0.99131], [1.50577, 0.74502, -1.15405], [-0.59389, -1.29067, 1.07550], [-1.70194, -1.68323, -0.26697], [-2.22734, 0.75498, -0.25301]],
  "atomic_forces_ev_per_a": [[-0.09, -0.15, -0.49], [0.38, 0.10, 0.24], [0.31, -0.28, 0.05], [-0.29, 0.23, -0.01], [0.05, 0.23, 0.03], [-0.46, -0.18, 0.01], [-0.13, 0.03, 0.01], [-0.01, -0.06, 0.13], [-0.11, 0.03, -0.13], [0.25, 0.06, -0.02], [0.08, -0.03, 0.18]],
  "e_above_lowest_ev": 4.627,
  "charge": 0,
  "e_tot_ev": -8773.06814
}

=====

Entry 2:
{
  "formula": "C3H5NO2",
  "method": "wB97M-V/def2-TZVPD",
  "elements": ["O", "C", "C", "N", "C", "O", "H", "H", "H", "H", "H"],
  "positions_angstrom": [[-1.71144, -1.63506, 0.61585], [-0.98672, -0.49873, 0.42383], [1.07062, 0.92809, 0.39356], [0.32790, 1.46922, -0.55392], [-0.28987, -0.30648, -0.73738], [0.18641, -0.87171, -1.68264], [-1.32007, -2.34845, 0.09017], [-1.28152, 0.32309, 1.05705], [0.81326, 1.11120, 1.43322], [2.02206, 0.42541, 0.20162], [0.80675, 1.40853, -1.45290]],
  "atomic_forces_ev_per_a": [[0.13, -0.23, -0.12], [0.06, 0.30, -0.10], [-0.07, 0.09, 0.04], [0.22, -0.03, 0.06], [0.13, -0.41, -0.22], [-0.23, 0.29, 0.44], [-0.12, 0.10, 0.09], [0.09, -0.08, -0.12], [0.02, -0.05, -0.12], [-0.15, 0.03, 0.00], [-0.09, -0.02, 0.05]],
  "e_above_lowest_ev": 4.083,
  "charge": 0,
  "e_tot_ev": -8773.61196
}

=====

Entry 3:
{
  "formula": "C3H5NO2",
  "method": "wB97M-V/def2-TZVPD",
  "elements": ["O", "C", "C", "N", "C", "O", "H", "H", "H", "H", "H"],
  "positions_angstrom": [[0.69114, -1.00153, -1.93138], [-0.24523, -0.88571, -1.01449], [0.58419, 0.29221, 1.67986], [-0.29194, 0.83824, 0.79008], [-0.63660, 0.35179, -0.40127], [-1.69092, 0.45385, -1.12718], [1.21696, -0.18507, -1.94388], [-0.88077, -1.76728, -0.95056], [0.82180, -0.75790, 1.59185], [1.20248, 0.96537, 2.25355], [-0.77111, 1.69603, 1.05341]],
  "atomic_forces_ev_per_a": [[1.05, 0.19, -0.40], [0.55, -0.82, 0.87], [0.42, -0.27, 0.16], [-0.42, 1.13, 0.26], [-1.47, -1.63, -1.87], [-0.07, 1.30, 1.38], [-0.02, -0.24, -0.11], [-0.10, 0.40, -0.17], [-0.06, 0.10, -0.08], [-0.09, -0.03, 0.07], [0.21, -0.12, -0.11]],
  "e_above_lowest_ev": 5.199,
  "charge": 0,
  "e_tot_ev": -8772.49540
}